{
  "formula": "C19H19ClN2O3Tc",
  "method": "wB97M-V/def2-TZVPD",
  "elements": ["Cl", "C", "C", "C", "H", "C", "C", "H", "H", "H", "C", "Tc", "C", "O", "C", "O", "H", "H", "H", "C", "N", "N", "C", "O", "C", "C", "C", "C", "C", "C", "C", "C", "C", "H", "H", "H", "H", "H", "H", "H", "H", "H", "H", "H", "H"],
  "coordinates": [[-0.843, 3.095, -3.585], [-0.739, -1.047, -3.214], [0.678, -1.321, -3.072], [1.384, -0.390, -3.858], [1.080, -2.179, -2.530], [0.444, 0.519, -4.492], [-0.894, 0.012, -4.185], [-1.835, 0.387, -4.625], [-1.563, -1.628, -2.814], [2.470, -0.338, -3.979], [0.803, 1.659, -5.397], [-0.005, 0.811, -2.430], [1.601, 1.778, -2.095], [2.580, 2.364, -1.872], [-1.325, 1.993, -1.532], [-2.008, 2.639, -0.823], [1.804, 2.051, -5.163], [0.057, 2.473, -5.173], [0.787, 1.411, -6.466], [-1.435, -0.323, 4.136], [-1.356, -0.316, 2.698], [-0.263, -0.318, 1.873], [-0.688, 0.053, 0.603], [0.167, 0.245, -0.319], [-2.097, 0.229, 0.695], [-2.458, 0.021, 2.001], [-3.826, 0.111, 2.604], [1.023, -0.750, 2.324], [1.127, -1.836, 3.219], [2.379, -2.280, 3.676], [3.544, -1.637, 3.228], [3.461, -0.549, 2.354], [2.210, -0.151, 1.868], [-0.473, -0.444, 4.619], [-2.136, -1.115, 4.430], [-1.893, 0.623, 4.460], [-2.771, 0.562, -0.079], [-4.172, -0.832, 3.087], [-3.951, 0.935, 3.346], [-4.537, 0.328, 1.783], [0.217, -2.346, 3.559], [2.431, -3.130, 4.374], [4.508, -2.004, 3.564], [4.375, -0.020, 2.060], [2.139, 0.653, 1.141]],
  "nbo_charge": [-0.327, -0.274, -0.154, -0.188, 0.275, -0.018, -0.209, 0.300, 0.283, 0.283, -0.663, 0.390, 0.671, -0.365, 0.606, -0.411, 0.232, 0.274, 0.263, -0.433, -0.151, -0.225, 0.593, -0.668, -0.382, 0.292, -0.683, 0.167, -0.145, -0.034, -0.224, -0.072, -0.081, 0.237, 0.241, 0.242, 0.262, 0.263, 0.264, 0.265, 0.251, 0.265, 0.266, 0.264, 0.257],
  "de_lowest_ev": 1.866,
  "fmax_ev_per_a": 6.58,
  "charge": 2,
  "multiplicity": 4,
  "lumo_energy_ev": [-6.35, -11.84],
  "orbital_gap_ev": [7.2, 2.4]
}